A 9-piece molecular cluster, C42H65ClF3N4O23PS overall, computed with ωB97M-V/def2-TZVPD.

Computed properties:
SMILES: NC(N)(N)C[C@H]1OS(=O)(=O)[C@@](CCC(F)=C(F)F)(ON=O)[C@@H](O)[C@@H]1P(O)Cl.O=C1CCCO1.O=C1CCCO1.O=C1CCCO1.O=C1CCCO1.O=C1CCCO1.O=C1CCCO1.O=C1CCCO1.O=C1CCCO1
HOMO energy, hartree: -0.315
Energy, eV: -138458.25330

Each line ends with the Löwdin charge.
Atoms and positions in Å:
H1 1.578 7.443 -4.083  0.120
C1 6.136 -1.459 0.648  -0.078
C2 -1.710 2.861 2.551  -0.144
H2 9.925 1.643 -1.374  0.116
H3 -1.142 3.742 2.856  0.120
O1 -3.967 -4.688 5.175  -0.227
C3 -7.201 1.791 0.461  -0.140
O2 0.918 0.630 1.784  0.110
H4 2.266 3.071 -1.750  0.110
H5 -4.292 7.346 -2.626  0.119
O3 -5.149 -2.256 -0.012  0.096
H6 5.967 -2.629 3.244  0.128
C4 2.992 2.483 -2.305  -0.151
H7 -1.718 -5.365 3.952  0.119
O4 -0.807 -4.691 -2.478  -0.015
H8 4.638 6.385 -6.619  0.126
H9 -2.977 7.768 -4.587  0.122
O5 -4.518 4.101 0.439  0.105
H10 -0.606 -1.905 4.528  0.071
H11 -6.028 -5.402 3.661  0.134
O6 3.201 5.715 -2.720  0.120
C5 5.889 -3.155 2.290  -0.145
H12 -7.992 -4.031 3.690  0.135
H13 3.278 1.136 -0.598  0.125
C6 11.295 0.018 -0.826  -0.152
O7 -2.326 -3.402 3.821  -0.194
C7 -1.233 -4.555 -3.765  -0.474
N1 0.299 -2.024 4.088  0.108
C8 -0.965 2.128 1.437  -0.066
H14 8.472 0.623 0.754  0.108
O8 -3.634 5.839 -4.898  0.022
H15 0.671 -1.095 3.920  0.062
H16 4.622 3.630 -1.413  0.129
H17 -4.705 5.088 -1.993  0.106
H18 -6.487 0.895 2.330  0.116
H19 11.527 -0.566 -1.713  0.124
H20 9.222 0.029 -1.415  0.118
O9 -0.468 1.092 3.489  0.000
C9 -4.610 -4.173 2.715  -0.422
H21 12.096 0.743 -0.663  0.125
C10 -1.651 -4.564 3.211  -0.318
H22 1.449 -2.507 1.261  0.062
F1 -6.326 -1.380 2.657  0.058
H23 5.209 7.624 -5.490  0.128
C11 10.287 -0.473 1.170  -0.491
S1 -3.816 -3.609 4.244  0.662
H24 5.972 -4.223 2.473  0.124
C12 -7.271 -2.345 2.718  -0.213
Cl1 -0.370 -7.380 2.613  0.310
O10 -5.167 2.273 1.542  0.023
C13 -4.177 4.907 -4.075  -0.486
F2 -9.594 -2.270 2.458  0.152
O11 3.715 -1.430 0.272  0.113
C14 -3.819 -5.433 2.245  -0.368
H25 0.361 -4.542 3.911  0.123
O12 -4.445 -6.003 1.110  -0.038
O13 -0.532 -5.807 0.150  -0.346
H26 0.236 -3.450 -1.200  0.125
C15 -8.376 -2.196 1.961  -0.301
C16 -2.366 -5.062 1.957  -0.363
C17 -6.402 2.779 -0.389  -0.069
C18 3.034 7.584 -5.720  -0.150
H27 -1.696 2.264 4.662  0.125
H28 -4.789 -6.869 1.347  0.112
H29 7.062 -3.395 0.501  0.121
O14 11.250 -0.867 0.308  0.028
H30 2.336 6.976 -6.298  0.118
O15 -4.313 -2.318 4.596  -0.226
H31 -1.514 -3.171 -1.282  0.120
H32 -1.812 6.492 -4.190  0.120
C19 4.687 -1.880 0.808  -0.470
C20 3.299 1.118 -1.688  -0.074
H33 -1.418 -1.551 2.402  0.069
H34 -0.703 -1.414 -2.790  0.118
H35 2.615 2.352 -3.321  0.118
C21 4.726 0.869 -2.134  -0.479
O16 10.099 -0.992 2.231  0.113
H36 -0.942 -5.830 -0.734  0.031
C22 4.405 6.916 -5.701  -0.147
N2 -5.198 -3.244 0.598  0.036
H37 2.648 0.325 -2.045  0.122
C23 -6.067 -4.559 2.964  -0.109
C24 -6.117 1.203 1.359  -0.149
C25 -1.696 1.825 3.667  -0.141
C26 -3.416 6.702 -2.719  -0.148
H38 -2.319 -4.289 1.187  0.107
C27 -3.842 5.238 -2.634  -0.079
C28 0.199 -2.726 2.831  -0.629
P1 -1.570 -6.573 1.153  0.647
H39 9.909 1.627 1.088  0.131
C29 -7.024 -3.530 3.589  -0.099
H40 -1.162 -2.659 1.262  0.044
H41 4.490 3.828 -3.163  0.091
C30 -0.619 -3.398 -1.869  -0.159
N3 1.549 -2.746 2.243  0.094
H42 -2.321 -2.754 -4.077  0.132
C31 -0.425 -2.437 -3.033  -0.141
C32 -0.168 -4.216 3.014  -0.103
H43 -0.391 2.795 0.800  0.121
H44 -5.603 0.361 0.895  0.114
H45 -3.843 -6.142 3.082  0.158
H46 7.850 -2.370 1.702  0.100
H47 -2.697 7.003 -1.960  0.116
H48 -0.891 -2.924 -5.124  0.126
O17 -4.793 3.969 -4.489  0.119
C33 9.920 0.674 -0.880  -0.147
H49 6.382 -1.308 -0.398  0.101
H50 -6.468 -4.944 2.026  0.126
H51 2.086 -1.971 2.618  0.064
H52 -1.634 1.515 0.829  0.129
H53 -3.027 4.591 -2.308  0.134
H54 3.019 8.414 -3.695  0.133
C34 -0.037 1.208 2.208  -0.503
O18 5.291 2.028 -2.539  0.026
C35 -5.268 3.170 0.540  -0.484
H55 -2.711 3.184 2.282  0.092
C36 2.647 7.546 -4.242  -0.069
C37 9.542 0.723 0.601  -0.070
H56 0.622 -2.438 -3.338  0.122
H57 -7.734 1.036 -0.113  0.115
O19 -1.531 -5.494 -4.438  0.136
O20 4.599 -2.873 1.722  0.013
O21 -4.404 -3.113 1.778  -0.068
C38 6.888 -2.635 1.264  -0.144
N4 -0.680 -1.999 1.865  0.117
O22 4.344 5.968 -4.621  0.021
C39 4.370 3.129 -2.349  -0.158
H58 -5.974 2.311 -1.277  0.136
O23 5.321 -0.170 -2.117  0.101
H59 0.277 -4.747 2.179  0.071
C40 -1.281 -3.082 -4.123  -0.068
H60 -6.976 3.655 -0.679  0.126
C41 3.378 6.316 -3.740  -0.471
H61 3.051 8.580 -6.155  0.116
F3 -8.441 -2.042 0.658  0.152
H62 -7.930 2.332 1.066  0.120
H63 -2.531 1.124 3.592  0.125
H64 6.291 -0.534 1.208  0.128
H65 -6.721 -3.250 4.602  0.120
C42 -2.864 6.784 -4.137  -0.160

=====

A 7-piece molecular cluster, C42H67BClNO15 overall, computed with ωB97M-V/def2-TZVPD.

Computed properties:
SMILES: C#CCC1=C([C@@H](Cl)CC)C(=O)c2c(B(O)N(C)C)cccc2C1=O.CCOC(C)=O.CCOC(C)=O.CCOC(C)=O.CCOC(C)=O.CCOC(C)=O.CCOC(C)=O
HOMO energy, hartree: -0.322
Energy, eV: -90040.52767
Energy relative to the best compared isomer or geometry (same formula, charge and spin), kcal per mole: 22.13

Each line ends with the Löwdin charge.
Atoms and positions in Å:
O1 5.042 -3.989 1.150  0.002
C1 4.273 0.619 2.230  -0.232
H1 4.713 4.774 5.618  0.046
O2 8.235 7.182 0.971  0.107
C2 4.736 -4.395 -1.229  -0.065
H2 5.494 -3.645 -1.458  0.084
O3 -3.576 0.103 1.800  0.088
H3 -0.534 3.925 -1.900  0.080
B1 -2.251 0.519 1.468  -0.487
C3 -5.805 -2.821 1.360  0.017
H4 6.461 9.861 1.340  0.068
H5 3.744 7.208 0.642  0.071
C4 0.071 3.893 -2.808  -0.061
O4 -4.413 -4.518 0.479  0.106
C5 7.241 7.822 1.177  -0.532
H6 -7.822 -4.415 4.597  0.084
H7 -0.499 4.398 -3.589  0.068
H8 -3.300 -6.832 3.778  0.090
C6 4.483 4.751 4.559  0.106
H9 -4.587 -7.633 2.923  0.064
H10 -0.224 2.935 -5.623  0.074
H11 -6.761 -2.948 0.853  0.098
H12 4.499 3.214 1.761  0.081
O5 0.179 1.512 -9.256  -0.011
H13 -7.178 -9.587 4.404  0.122
H14 -0.508 2.046 -12.101  0.096
H15 -5.621 -11.301 3.517  0.084
H16 3.078 0.789 4.137  0.083
C7 -5.869 -4.549 3.694  -0.231
C8 -1.457 -1.684 1.489  -0.101
H17 -2.456 -2.176 1.411  0.075
H18 3.123 8.647 1.474  0.083
O6 -5.266 -4.958 2.462  -0.021
H19 6.808 9.286 -0.311  0.095
C9 7.131 9.259 0.730  0.008
C10 5.022 7.940 2.212  -0.234
H20 5.969 -5.478 0.144  0.122
H21 4.441 8.780 0.299  0.067
H22 8.116 9.717 0.810  0.090
C11 -1.535 1.619 -4.470  -0.531
H23 0.937 1.987 -2.373  0.108
O7 -0.821 1.690 -3.332  -0.013
H24 1.869 -0.306 -10.237  0.084
C12 -7.378 -4.670 3.634  -0.059
H25 -1.634 1.031 -11.164  0.070
O8 0.638 0.201 2.466  0.124
H26 -1.118 -0.102 -9.528  0.115
C13 1.232 4.103 2.935  -0.255
C14 -0.508 2.332 2.250  -0.022
H27 -3.096 -0.377 -0.700  0.091
H28 0.993 4.450 -2.636  0.081
H29 -1.998 2.718 -11.409  0.091
C15 -0.431 2.449 -10.008  -0.534
H30 -5.484 -5.227 4.456  0.118
C16 -0.228 3.691 2.612  -0.060
H31 4.570 7.308 2.977  0.100
H32 -7.667 -5.689 3.373  0.076
C17 -1.261 2.612 -5.571  0.017
H33 -1.480 2.135 -6.525  0.083
C18 4.023 8.161 1.095  -0.060
H34 4.265 -5.773 0.394  0.113
H35 4.761 -5.167 -2.000  0.081
H36 -1.030 5.725 2.938  0.121
H37 -5.541 -3.547 3.977  0.115
H38 -3.571 0.123 2.772  0.113
H39 -6.520 -10.520 2.202  0.082
C19 -2.560 4.282 2.393  -0.048
O9 4.098 -2.794 2.742  0.096
C20 3.082 1.047 1.307  -0.563
C21 -6.236 -9.284 3.946  -0.236
Cl1 3.653 1.750 -0.288  0.607
H40 -0.728 -2.427 1.105  0.092
C22 -2.060 -0.763 -0.610  -0.057
C23 3.958 -3.509 1.786  -0.525
H41 1.005 2.384 -4.074  0.115
C24 -4.227 -8.322 4.966  -0.533
H42 -2.139 -1.867 -0.716  0.088
O10 1.389 5.078 3.628  0.115
H43 4.466 1.982 3.932  0.053
H44 0.599 -0.103 -11.428  0.067
H45 -1.913 3.476 -5.446  0.098
O11 -5.312 -9.120 5.025  -0.003
H46 3.769 -3.894 -1.273  0.068
C25 3.726 3.915 2.109  -0.127
H47 -3.049 -8.490 3.198  0.098
C26 -3.775 -7.799 3.626  0.009
H48 -5.193 -2.116 0.799  0.079
H49 4.783 0.285 4.301  0.085
H50 1.882 -3.836 2.059  0.092
C27 -5.084 -4.144 1.401  -0.529
N1 -1.408 -0.412 0.698  -0.098
C28 -1.181 2.017 -11.244  0.010
C29 -0.058 0.105 -9.372  -0.236
H51 2.298 -3.007 0.546  0.093
H52 5.308 8.869 2.708  0.115
C30 2.587 -3.805 1.230  0.014
H53 -5.963 -2.376 2.340  0.071
H54 -3.353 5.040 2.474  0.108
C31 2.348 3.271 2.314  -0.089
H55 -4.829 -10.100 2.514  0.069
C32 -1.844 1.986 1.932  -0.013
C33 4.095 0.958 3.744  -0.077
H56 5.243 1.044 1.891  0.103
C34 2.066 2.005 1.978  -0.111
H57 0.201 -0.322 -8.403  0.122
H58 2.559 0.116 1.023  0.093
C35 0.675 1.384 2.246  -0.246
C36 4.990 -4.999 0.137  -0.234
H59 -7.804 -4.014 2.873  0.069
C37 -1.222 4.678 2.678  0.006
H60 3.684 4.733 1.357  0.119
C38 4.278 4.533 3.391  -0.124
O12 -2.424 0.816 -4.563  0.101
O13 -0.313 3.610 -9.731  0.105
H61 -6.428 -8.333 3.445  0.106
H62 -1.284 -1.498 2.569  0.087
H63 2.514 -4.767 0.727  0.071
H64 4.376 -0.498 2.163  0.090
H65 -1.443 -0.421 -1.462  0.076
C39 0.379 2.458 -3.183  -0.230
H66 -3.919 2.697 1.800  0.117
O14 -3.600 -8.099 5.966  0.105
C40 0.818 -0.514 -10.441  -0.066
H67 0.673 -1.594 -10.477  0.082
O15 6.172 7.229 1.743  -0.006
C41 -5.777 -10.361 2.985  -0.064
C42 -2.878 2.967 2.018  -0.018

=====

> energy of number 2 (C42H67BClNO15)?

-90040.52767 eV

=====

> Look up the energy of the first one.

-138458.25330 eV

=====

> Among the records above, which one has the highest HOMO energy?

C42H65ClF3N4O23PS

=====

> Which of these has the lowest energy?

C42H65ClF3N4O23PS